# 1
# C18H28BF16IO3P

A structure of composition C18H28BF16IO3P at a distorted geometry (ωB97M-V/def2-TZVPD, OMol25).

Computed properties:
- E_LUMO (eV) = -4.249

```
! RIJCOSX wB97M-V def2-TZVPD def2/J DEFGRID3
* xyz 1 1
I 0.7931 -0.3313 -0.5876
P -1.1355 2.1409 -1.4042
F 6.4058 0.3423 1.5803
F -5.1320 -3.2014 1.6762
F 3.8672 -1.8189 3.6526
F -1.0985 -5.5873 -2.6588
F 2.4526 -0.1899 3.8864
F -4.3567 -4.9367 0.6575
F -4.1293 -2.4691 -0.7481
F 6.2000 -0.6374 -0.3146
F -3.0190 -1.6871 0.9503
F -2.1477 -5.8583 -0.8122
F 5.9426 0.0110 4.3287
F 6.5913 -2.2681 2.7775
F 4.3684 -0.2017 5.7862
F -4.5235 -4.9610 -2.1654
F -3.5876 -6.7318 -2.9971
F 8.1104 -1.8090 1.2996
O -1.7644 4.7554 -0.3573
O -1.9484 -3.7991 -1.7098
O 4.6153 -0.9662 1.1691
C -2.6068 1.2046 -0.7047
C 5.9989 -0.7963 1.0075
C 3.8600 -0.1053 2.0334
C -0.9432 1.4797 -3.1535
C -2.1635 -5.1655 -1.9549
C -3.2920 -2.8313 0.2472
C -3.1217 1.7950 0.6623
C 1.6649 2.5624 -0.8584
C 0.3834 1.8210 -0.3685
C -3.4216 -5.4110 -2.7922
C 1.7535 4.0600 -0.4089
C -4.5951 2.3067 0.4296
C 6.7905 -2.0220 1.4717
C -1.9452 -3.2804 -0.3720
C 3.7374 -0.4839 3.5303
C -1.5355 4.8228 -2.9388
C 4.6398 0.2393 4.5374
C -3.9951 -3.7806 1.2245
B -1.5166 4.0346 -1.5566
H 1.3841 4.7243 -1.2232
H -1.1164 0.3902 -3.1194
H 2.8004 4.3566 -0.2311
H 0.0184 1.7660 -3.6108
H 6.4959 -2.9090 0.9085
H 2.8455 -0.1954 1.6402
H -4.6540 2.9887 -0.4437
H -3.2261 0.9369 1.3575
H -3.4332 1.2749 -1.4450
H 4.4654 1.3191 4.5150
H -1.3648 -3.9102 0.3029
H -1.7567 5.8894 -2.7642
H 4.1270 0.9430 1.8898
H -1.3680 -2.3591 -0.4663
H -3.3486 -4.9071 -3.7574
H -3.3588 -3.9965 2.0876
H -4.9586 2.7870 1.3533
H -2.2215 4.3310 -3.6543
H 0.1808 1.9567 0.7096
H -0.9576 4.7674 0.1697
H 1.1298 4.2414 0.4912
H -2.3041 0.1456 -0.5877
H 2.5263 2.0368 -0.3923
H -1.7584 1.9652 -3.7268
H 1.8176 2.4361 -1.9505
H -5.1990 1.4153 0.1564
H -0.4916 4.7825 -3.3408
H -2.4702 2.5778 1.0869
*
```

Atomic partial charges in e from the Löwdin method, atoms 1 to 8: number 1, I, carries 1.0138; number 2, P, carries 0.9828; number 3, F, carries 0.1570; number 4, F, carries 0.0998; number 5, F, carries 0.1403; number 6, F, carries 0.1539; number 7, F, carries 0.0963; number 8, F, carries 0.1146

# 2
# C25H24Cl2N2O4

The molecule C25H24Cl2N2O4 (ωB97M-V/def2-TZVPD, OMol25).

Computed properties:
- E_LUMO (eV) = 0.153
- SMILES string = Cc1ccc(C(=O)CN(C(=O)c2ccc(Cl)c(Cl)c2)N2C(=O)[C@H]3CCCC[C@H]3C2=O)cc1C

```
! RIJCOSX wB97M-V def2-TZVPD def2/J DEFGRID3
* xyz 0 1
Cl 2.6460 -3.9365 0.7929
Cl 5.3159 -2.5296 -0.0401
O -0.6065 -1.1614 -2.9776
O -0.3996 -0.1286 1.0165
O -2.3067 2.5932 -0.1941
O 1.5507 2.8214 -1.8400
N -0.2751 0.6530 -1.6792
N 0.4288 1.2251 -0.6347
C 1.4125 -2.1486 -0.7959
C 1.2638 1.6144 1.4935
C 3.7533 1.5527 1.9855
C -1.5073 1.3344 -2.0376
C 2.5744 -0.4351 -2.0289
C -4.4430 -1.7891 0.9134
C 2.5134 0.7290 1.6639
C -3.0919 0.3691 -0.2511
C -3.8072 0.5351 0.9382
C 1.2265 2.3579 -0.7842
C 3.8106 -1.9798 -0.6685
C 1.5127 2.8476 0.6165
C 0.0773 -0.5634 -2.1779
C 1.3892 -1.0578 -1.6522
C 2.6222 -2.6053 -0.2957
C 4.0107 2.5436 0.8568
C -5.1563 -2.9378 1.5507
C 2.8626 3.5423 0.7753
C -3.7309 -1.9667 -0.2794
C 0.2921 0.7912 0.6813
C -2.3510 1.5223 -0.7673
C -3.6663 -3.3099 -0.9382
C 3.7819 -0.9015 -1.5419
C -4.4743 -0.5293 1.5017
C -3.0758 -0.8905 -0.8521
H -1.2584 2.3246 -2.4358
H 2.8466 4.1440 1.6861
H -3.0523 -3.2670 -1.8339
H 2.6953 0.1817 0.7358
H 2.5532 0.4106 -2.6995
H -3.8174 1.5089 1.4037
H 0.4916 -2.6270 -0.5025
H -4.4501 -3.7258 1.8105
H 4.7083 -0.4297 -1.8287
H 3.6151 2.0907 2.9251
H 4.6048 0.8809 2.1002
H -3.2403 -4.0482 -0.2597
H 0.7199 3.5819 0.8135
H -2.0058 0.7399 -2.8017
H -5.0233 -0.3891 2.4219
H 2.3171 -0.0051 2.4461
H -4.6632 -3.6518 -1.2150
H 4.0993 2.0040 -0.0885
H -5.6713 -2.6219 2.4542
H 4.9447 3.0798 1.0292
H -2.5382 -1.0602 -1.7711
H 3.0038 4.2124 -0.0743
H -5.8860 -3.3647 0.8634
H 0.8539 1.8697 2.4711
*
```

Atomic partial charges in e from the Löwdin method, atoms 1 to 8: number 1, Cl, carries 0.6970; number 2, Cl, carries 0.6884; number 3, O, carries 0.1004; number 4, O, carries 0.1576; number 5, O, carries 0.0945; number 6, O, carries 0.1415; number 7, N, carries 0.0401; number 8, N, carries 0.0800

# 3
# C5H7NO

The molecule C5H7NO at a distorted geometry (ωB97M-V/def2-TZVPD, OMol25).

Computed properties:
- E_LUMO (eV) = 0.619

```
! RIJCOSX wB97M-V def2-TZVPD def2/J DEFGRID3
* xyz 0 1
O 0.0556 2.0022 -0.0008
N -0.6915 -0.1901 0.1659
C 0.4441 -1.9588 -0.0176
C 0.2658 0.6627 -0.0999
C 1.5293 0.1419 -0.4718
C 1.5278 -1.2319 -0.4165
C -1.9529 0.3862 0.6997
H -2.3163 1.2118 0.0641
H 2.3595 -1.9260 -0.5666
H -1.8608 0.8168 1.7112
H 2.3785 0.7564 -0.7315
H 0.8427 2.4580 -0.3358
H -2.7337 -0.3736 0.7331
H 0.1518 -2.7555 -0.7335
*
```

Atomic partial charges in e from the Löwdin method, atoms 1 to 8: number 1, O, carries 0.0741; number 2, N, carries 0.0176; number 3, C, carries 0.1212; number 4, C, carries -0.4391; number 5, C, carries -0.0789; number 6, C, carries -0.2386; number 7, C, carries -0.0801; number 8, H, carries 0.0815

The DFT total energy results, record by record, are as follows: -86802.8894 -62531.5186 -8832.2122 eV.